Entry 1:
# C4H9NO2

One molecule with the formula C4H9NO2 (ωB97M-V/def2-TZVPD, the OMol25 dataset).

```
16
Properties=species:S:1:pos:R:3:lowdin_charge:R:1
C 1.4656 -0.0830 -1.1580 -0.08
N 1.7614 0.3193 0.2258 -0.06
C 1.1404 0.7825 1.3251 -0.14
O -0.1825 0.9926 1.3092 -0.13
C -1.1485 0.8188 0.2576 -0.17
C -1.7346 -0.5860 0.3463 -0.23
O -0.7584 -1.6013 0.2473 -0.07
H 2.0928 -0.9496 -1.3939 0.09
H 0.4350 -0.4036 -1.2718 0.05
H 1.7046 0.7278 -1.8569 0.09
H 2.7486 0.2626 0.4278 0.10
H -1.9340 1.5507 0.4743 0.13
H -0.7281 1.0568 -0.7223 0.11
H -2.2908 -0.6693 1.2918 0.12
H -2.4380 -0.7498 -0.4773 0.13
H -0.1335 -1.4686 0.9751 0.09
```

LUMO: 0.8 eV
E_HOMO: -8.33 eV
Kohn-Sham gap: 0.336 Eh
ΔE to the lowest compared entry with this formula, charge and spin: 84.1 kcal/mol



Entry 2:
# C21H37BNO7

A 3-piece molecular cluster, C21H37BNO7 overall at a distorted geometry (ωB97M-V/def2-TZVPD, the OMol25 dataset).

```
67
Properties=species:S:1:pos:R:3:lowdin_charge:R:1
C -2.1793 3.4825 -7.2451 -0.10
C -1.0765 2.6078 -6.4826 -0.28
O -0.4621 1.5758 -7.2939 -0.05
B -0.1520 0.3808 -6.4899 -0.72
O -1.3247 -0.3905 -6.0364 0.01
N 1.2416 -0.0617 -6.1876 0.04
C 1.9331 1.0561 -5.5112 -0.33
O 2.7278 0.6068 -4.3211 -0.13
C 2.6098 1.7155 -3.4067 -0.17
C 3.1776 3.1023 -3.8985 0.03
C 3.0855 4.3999 -3.0485 -0.23
C 3.6669 5.7526 -3.6599 -0.12
C 2.3860 4.3156 -1.6415 -0.06
C 1.8618 2.9190 -1.1730 -0.04
C 1.9469 1.6204 -2.0132 -0.10
C 1.3995 0.1811 -1.5675 -0.34
C 0.7463 0.2244 -0.0958 -0.12
C 0.2049 -0.1964 -2.6012 -0.09
H -2.2250 4.5317 -6.7638 0.07
H -3.2061 3.0035 -7.0828 0.07
H -1.9130 3.6525 -8.3436 0.08
H -1.4696 2.1226 -5.5092 0.12
H -0.2146 3.3022 -6.1382 0.12
H -1.1032 -0.6036 -5.1051 0.05
H 2.6660 1.6226 -6.1849 0.11
H 1.1069 1.7367 -5.0652 0.10
H 3.6830 3.1786 -4.9280 0.10
H 4.5982 6.1555 -3.1426 0.07
H 3.8520 5.5501 -4.7831 0.07
H 2.8280 6.5491 -3.6445 0.08
H 2.2569 5.2379 -0.9643 0.08
H 1.3641 2.8469 -0.1449 0.08
H 2.1920 -0.6459 -1.6587 0.14
H 1.5617 0.5188 0.6510 0.08
H 0.2990 -0.8118 0.1035 0.07
H -0.1239 0.9682 -0.1466 0.09
H -0.2609 0.7529 -3.0688 0.10
H 0.6045 -0.9122 -3.3930 0.08
H -0.6512 -0.7093 -2.0193 0.07
O 0.2001 -1.4866 3.6109 0.09
C 0.0449 -2.6260 3.2330 -0.52
O 0.5692 -3.0259 2.0595 -0.01
C 0.6153 -4.3898 1.6148 -0.23
C -0.6701 -4.7760 0.9125 -0.06
C -0.8108 -3.5847 4.0118 0.01
H 0.8626 -5.0639 2.4385 0.11
H 1.4435 -4.4499 0.9069 0.12
H -1.5293 -4.7175 1.5841 0.07
H -0.6047 -5.7940 0.5219 0.08
H -0.8705 -4.0934 0.0821 0.09
H -1.8548 -3.4548 3.7212 0.10
H -0.7042 -3.3569 5.0748 0.08
H -0.5207 -4.6273 3.8947 0.07
O -3.7053 -3.7755 6.7530 0.09
C -3.2303 -2.8281 7.3362 -0.53
O -1.8982 -2.7404 7.5093 -0.01
C -1.2180 -1.5767 8.0053 -0.23
C -1.1861 -1.5705 9.5199 -0.07
C -4.1147 -1.7854 7.9599 0.01
H -1.6492 -0.6628 7.5907 0.12
H -0.1974 -1.6369 7.6244 0.13
H -2.1914 -1.5230 9.9439 0.07
H -0.6140 -0.7165 9.8894 0.08
H -0.7275 -2.4895 9.8952 0.08
H -4.4157 -2.1167 8.9554 0.10
H -5.0042 -1.6702 7.3365 0.09
H -3.6565 -0.7999 8.0202 0.07
```

LUMO: 1.8 eV
net charge: -1
E_HOMO: -3.01 eV
Kohn-Sham gap: 0.177 Eh



Entry 3:
# C3H7O4

A 2-piece molecular cluster, C3H7O4 overall at a distorted geometry (ωB97M-V/def2-TZVPD, the OMol25 dataset).

```
14
Properties=species:S:1:pos:R:3:lowdin_charge:R:1
O -1.1342 -0.7420 -0.6477 0.26
C -0.6506 0.3721 -0.2287 -0.56
O -0.7350 1.4707 -0.7093 0.11
C 0.1128 0.1117 1.1368 -0.04
C 0.6925 -1.2632 1.3705 -0.25
O 2.0123 -1.2149 1.9263 -0.06
H -0.5479 0.5163 1.8993 0.13
H 0.9010 0.8415 0.9629 0.13
H 0.0874 -1.8358 2.0856 0.12
H 0.7543 -1.8409 0.4674 0.11
H 2.1029 -0.4056 2.4390 0.08
H -1.4057 0.6722 -3.9468 0.03
H -0.9908 1.7048 -2.9035 0.00
O -1.1991 1.6133 -3.8518 -0.07
```

multiplicity: 2
LUMO (spin up / spin down): 0.5 / -3.7 eV
E_HOMO (spin up / spin down): -10.94 / -10.90 eV
Kohn-Sham gap (spin up / spin down): 0.420 / 0.264 Eh
<S²>: 0.755
ΔE to the lowest compared entry with this formula, charge and spin: 4.9 kcal/mol



Entry 4:
# C19H21N3O2S6Sn

C19H21N3O2S6Sn as an isolated structure (ωB97M-V/def2-TZVPD, the OMol25 dataset).

```
52
Properties=species:S:1:pos:R:3:lowdin_charge:R:1
Sn -1.1104 -2.6664 0.0150 0.58
O -5.6618 -1.5466 -5.3638 -0.13
C -4.9805 -1.8193 -4.3956 -1.08
S -3.8096 -3.1315 -4.3421 0.90
C -3.2584 -2.9059 -2.6808 -1.19
C -3.8251 -1.8902 -2.0006 -1.19
S -3.5228 -1.4490 -0.3384 0.33
S -5.0276 -0.9403 -2.8708 0.90
S -2.0753 -4.0487 -2.0919 0.32
C 0.3946 1.4541 -1.0697 -0.08
C 1.3708 0.4910 -1.6760 -0.26
C 2.5065 0.9350 -2.3229 -0.14
C 3.4345 0.0593 -2.8939 -0.17
C 3.1537 -1.3056 -2.8264 -0.13
C 2.0237 -1.8022 -2.2016 -0.27
C 1.7777 -3.2780 -2.1217 -0.10
C 1.0795 -0.9202 -1.5526 -0.42
N 0.0399 -1.3455 -0.8708 -0.23
H 0.6919 2.4888 -1.2632 0.06
H 0.3284 1.2999 0.0103 0.03
H -0.6132 1.2870 -1.4620 0.08
H 2.6772 2.0089 -2.3862 0.09
H 4.3177 0.4270 -3.4028 0.06
H 3.8460 -2.0129 -3.2801 0.09
H 2.5394 -3.8324 -2.6767 0.06
H 0.7901 -3.5369 -2.5125 0.03
H 1.7897 -3.6223 -1.0791 0.05
C 3.1471 -1.1563 0.9617 -0.24
S 2.6491 0.4121 1.6601 0.81
C 3.9905 1.3827 0.9643 -0.26
O 2.9391 0.3350 3.1358 -0.58
H 4.0694 -1.4539 1.4640 0.05
H 3.2746 -1.0554 -0.1164 0.04
H 2.3409 -1.8626 1.1537 0.05
H 4.9357 0.9924 1.3469 0.05
H 3.8454 2.4094 1.2960 0.04
H 3.9426 1.3188 -0.1233 0.03
N -4.5349 3.0142 3.4695 0.08
C -3.2803 3.2985 3.8355 -0.84
S -2.9205 4.6390 4.7386 0.59
C -2.2663 2.3195 3.3563 -0.25
C -2.4649 1.6135 2.1706 -0.01
C -1.5257 0.6636 1.7939 -0.16
N -0.4664 0.3869 2.5362 0.08
C -0.2402 1.0840 3.6415 -0.13
C -1.1093 2.0680 4.0941 -0.04
H -5.2704 3.6406 3.7448 0.09
H -4.7549 2.1601 2.9848 0.10
H -3.3051 1.8017 1.5136 0.11
H -1.6297 0.1253 0.8574 0.01
H 0.6721 0.8427 4.1763 0.09
H -0.9144 2.6232 5.0011 0.08
```

LUMO: 3.7 eV
net charge: -2
E_HOMO: -0.61 eV
Kohn-Sham gap: 0.158 Eh
ΔE to the lowest compared entry with this formula, charge and spin: 7.6 kcal/mol



Repeat the second record exactly.
# C21H37BNO7

A 3-piece molecular cluster, C21H37BNO7 overall at a distorted geometry (ωB97M-V/def2-TZVPD, the OMol25 dataset).

```
67
Properties=species:S:1:pos:R:3:lowdin_charge:R:1
C -2.1793 3.4825 -7.2451 -0.10
C -1.0765 2.6078 -6.4826 -0.28
O -0.4621 1.5758 -7.2939 -0.05
B -0.1520 0.3808 -6.4899 -0.72
O -1.3247 -0.3905 -6.0364 0.01
N 1.2416 -0.0617 -6.1876 0.04
C 1.9331 1.0561 -5.5112 -0.33
O 2.7278 0.6068 -4.3211 -0.13
C 2.6098 1.7155 -3.4067 -0.17
C 3.1776 3.1023 -3.8985 0.03
C 3.0855 4.3999 -3.0485 -0.23
C 3.6669 5.7526 -3.6599 -0.12
C 2.3860 4.3156 -1.6415 -0.06
C 1.8618 2.9190 -1.1730 -0.04
C 1.9469 1.6204 -2.0132 -0.10
C 1.3995 0.1811 -1.5675 -0.34
C 0.7463 0.2244 -0.0958 -0.12
C 0.2049 -0.1964 -2.6012 -0.09
H -2.2250 4.5317 -6.7638 0.07
H -3.2061 3.0035 -7.0828 0.07
H -1.9130 3.6525 -8.3436 0.08
H -1.4696 2.1226 -5.5092 0.12
H -0.2146 3.3022 -6.1382 0.12
H -1.1032 -0.6036 -5.1051 0.05
H 2.6660 1.6226 -6.1849 0.11
H 1.1069 1.7367 -5.0652 0.10
H 3.6830 3.1786 -4.9280 0.10
H 4.5982 6.1555 -3.1426 0.07
H 3.8520 5.5501 -4.7831 0.07
H 2.8280 6.5491 -3.6445 0.08
H 2.2569 5.2379 -0.9643 0.08
H 1.3641 2.8469 -0.1449 0.08
H 2.1920 -0.6459 -1.6587 0.14
H 1.5617 0.5188 0.6510 0.08
H 0.2990 -0.8118 0.1035 0.07
H -0.1239 0.9682 -0.1466 0.09
H -0.2609 0.7529 -3.0688 0.10
H 0.6045 -0.9122 -3.3930 0.08
H -0.6512 -0.7093 -2.0193 0.07
O 0.2001 -1.4866 3.6109 0.09
C 0.0449 -2.6260 3.2330 -0.52
O 0.5692 -3.0259 2.0595 -0.01
C 0.6153 -4.3898 1.6148 -0.23
C -0.6701 -4.7760 0.9125 -0.06
C -0.8108 -3.5847 4.0118 0.01
H 0.8626 -5.0639 2.4385 0.11
H 1.4435 -4.4499 0.9069 0.12
H -1.5293 -4.7175 1.5841 0.07
H -0.6047 -5.7940 0.5219 0.08
H -0.8705 -4.0934 0.0821 0.09
H -1.8548 -3.4548 3.7212 0.10
H -0.7042 -3.3569 5.0748 0.08
H -0.5207 -4.6273 3.8947 0.07
O -3.7053 -3.7755 6.7530 0.09
C -3.2303 -2.8281 7.3362 -0.53
O -1.8982 -2.7404 7.5093 -0.01
C -1.2180 -1.5767 8.0053 -0.23
C -1.1861 -1.5705 9.5199 -0.07
C -4.1147 -1.7854 7.9599 0.01
H -1.6492 -0.6628 7.5907 0.12
H -0.1974 -1.6369 7.6244 0.13
H -2.1914 -1.5230 9.9439 0.07
H -0.6140 -0.7165 9.8894 0.08
H -0.7275 -2.4895 9.8952 0.08
H -4.4157 -2.1167 8.9554 0.10
H -5.0042 -1.6702 7.3365 0.09
H -3.6565 -0.7999 8.0202 0.07
```

LUMO: 1.8 eV
net charge: -1
E_HOMO: -3.01 eV
Kohn-Sham gap: 0.177 Eh